Below is a molecular structure, C27H14AlBr5ClN3O3, with properties calculated with wB97M-V/def2-TZVPD.

The geometry in XYZ format:
```
54
Properties=species:S:1:pos:R:3:forces:R:3:nbo_charge:R:1
Al -0.0269 0.3022 -0.7836 0.1 -0.2 -0.2 2.042
Cl 6.3152 -1.5832 1.3191 0.1 0.0 0.0 -0.004
C 4.8837 -1.1507 0.4357 0.0 0.0 0.0 -0.079
C 4.9442 -0.1231 -0.5160 0.0 -0.1 0.0 -0.180
C 3.8269 0.2268 -1.2319 0.0 0.1 -0.1 -0.261
C 2.5812 -0.3968 -1.0026 0.2 -0.2 0.0 0.386
O 1.5279 -0.0509 -1.6888 0.1 0.1 0.2 -0.829
C 2.5461 -1.4401 -0.0333 0.1 0.2 -0.1 -0.178
C 1.3394 -2.2048 0.0673 -0.2 0.0 0.1 0.215
N 0.1924 -1.7053 -0.2402 0.1 0.0 0.1 -0.582
C -0.9007 -2.5382 -0.5273 -0.2 -0.2 0.0 0.126
C -1.2525 -3.7093 0.0869 0.1 0.2 0.0 -0.211
C -2.3695 -4.4319 -0.3787 -0.1 -0.1 0.0 -0.196
C -3.1165 -3.9879 -1.4334 0.0 -0.1 0.0 -0.176
C -2.7867 -2.7730 -2.0764 0.2 0.2 0.1 -0.095
C -3.5074 -2.2150 -3.1541 0.0 0.0 0.0 -0.111
C -3.1201 -1.0099 -3.6687 -0.1 -0.1 0.0 -0.251
C -2.0194 -0.3438 -3.1042 0.1 0.0 0.0 0.119
N -1.3043 -0.8490 -2.1280 0.1 0.3 -0.3 -0.503
C -1.6726 -2.0473 -1.6110 -0.2 -0.1 0.1 0.225
C 3.7109 -1.8214 0.6542 -0.1 0.0 0.0 -0.194
H 5.8832 0.3881 -0.6833 0.0 0.0 0.0 0.232
H 3.8614 1.0180 -1.9701 0.0 0.0 0.0 0.238
H 1.4219 -3.2652 0.3102 0.0 0.0 0.0 0.184
H -0.6933 -4.0715 0.9403 0.0 0.0 0.0 0.224
H -2.6379 -5.3539 0.1206 0.0 0.0 0.0 0.224
H -3.9739 -4.5515 -1.7795 0.0 0.0 0.0 0.220
H -4.3660 -2.7431 -3.5513 0.0 0.0 0.0 0.224
H -3.6559 -0.5457 -4.4842 0.0 0.0 0.0 0.233
H -1.7346 0.6412 -3.4553 0.0 0.0 0.0 0.217
H 3.6736 -2.6355 1.3678 0.0 0.0 0.0 0.225
Br -3.9986 5.2332 1.5498 0.0 0.0 0.0 0.086
C -2.5644 4.2759 0.7829 0.0 0.1 0.0 -0.151
C -1.3561 4.9103 0.5153 -0.1 0.0 0.1 -0.164
Br -1.1198 6.7388 0.9243 0.0 0.0 0.0 0.087
C -0.2997 4.1888 -0.0535 0.0 -0.1 0.0 -0.162
Br 1.3891 4.9559 -0.4075 0.0 0.0 0.0 0.073
C -0.4583 2.8488 -0.3642 0.2 0.1 0.1 0.232
O 0.4747 2.0651 -0.8854 -0.3 0.2 -0.3 -0.876
C -1.6752 2.2021 -0.0678 -0.1 0.0 0.0 0.302
O -1.6977 0.9127 -0.3861 -0.2 -0.1 0.3 -0.908
C -2.7211 2.9140 0.4928 0.1 -0.1 0.0 -0.199
Br -4.3227 1.9774 0.8322 0.0 0.0 0.0 0.075
Br -1.6850 -0.7368 2.3502 0.0 0.0 -0.1 0.117
C -0.1214 0.3110 2.4924 0.2 0.0 -0.1 0.182
C 0.2292 0.7387 3.7637 0.0 0.0 0.0 -0.276
C 1.3846 1.4827 3.9116 -0.1 0.0 0.1 -0.129
C 2.1399 1.7748 2.7903 0.1 0.0 -0.1 -0.244
C 1.7006 1.3226 1.5641 0.0 0.1 -0.1 0.080
N 0.5855 0.5903 1.3999 -0.1 0.0 0.1 -0.553
H -0.4036 0.4898 4.6021 0.0 0.0 0.0 0.241
H 1.6834 1.8363 4.8899 0.0 0.0 0.0 0.229
H 3.0450 2.3622 2.8506 0.0 0.0 0.0 0.236
H 2.2219 1.5771 0.6525 0.0 0.0 0.0 0.241
```
Positions in Å, forces in eV/Å.

E_HOMO: -7.3 eV
E_LUMO: -1.019 eV
spin multiplicity: 1
calculated total energy: -408177.1978 eV